{"formula": "C4H15N3O", "method": "ωB97M-V/def2-TZVPD", "elements": ["N", "H", "H", "C", "H", "C", "H", "H", "C", "H", "H", "H", "C", "O", "N", "H", "H", "H", "H", "H", "N", "H", "H"], "coordinates": [[0.743, -1.030, -2.547], [0.103, 1.979, -1.864], [-1.325, 1.497, -0.030], [0.475, 1.222, -1.177], [1.965, 0.675, -2.705], [-0.740, 0.679, -0.451], [-2.341, -0.072, 1.331], [0.582, -1.637, -1.749], [1.321, 0.190, -1.966], [-0.737, -2.226, 2.523], [1.033, 0.593, 1.908], [0.237, -0.963, 0.322], [-1.615, -0.881, 1.260], [1.635, 1.247, 2.300], [-0.458, -0.288, 0.604], [-1.397, 0.218, -1.208], [-2.130, -1.692, 0.737], [1.193, 1.601, -0.449], [-0.940, -0.686, 3.213], [1.726, 1.951, 1.645], [-1.293, -1.388, 2.567], [-0.163, -0.875, -2.977], [2.125, -0.114, -1.286]], "lowdin_charge": [0.000, 0.107, 0.116, -0.181, 0.101, -0.256, 0.113, 0.050, -0.288, 0.060, -0.010, 0.101, -0.324, -0.080, -0.086, 0.108, 0.115, 0.086, 0.075, 0.018, 0.009, 0.063, 0.103], "homo_lumo_gap_ev": 10.0, "homo_energy_ev": -9.23, "relative_energy_kcal_mol": 21.52, "smiles": "NCCCNCN.O", "total_energy_ha": -400.883898}


{"formula": "C6H13BNO4", "method": "ωB97M-V/def2-TZVPD", "elements": ["H", "C", "H", "H", "O", "O", "N", "C", "O", "H", "H", "H", "B", "H", "C", "C", "H", "O", "H", "H", "H", "H", "C", "H", "C"], "coordinates": [[-0.425, 2.865, -0.459], [0.281, -0.963, 1.040], [-0.518, -2.230, -1.619], [-1.329, 0.677, -2.496], [-0.600, -2.687, -0.747], [0.705, 0.963, 2.798], [1.043, -2.125, 1.666], [-0.140, -0.013, 2.254], [-1.283, -0.134, 2.838], [1.206, -0.834, -1.051], [0.352, 1.496, -2.805], [1.774, 1.533, -1.165], [-0.952, -1.636, 0.220], [-2.629, -0.735, -0.460], [-0.379, 1.728, -0.661], [1.279, -0.308, -0.027], [0.384, -2.688, 2.243], [-2.344, -1.283, 0.309], [-1.182, 2.529, -2.663], [-1.213, 1.270, -0.033], [2.354, -0.479, 0.355], [1.508, 1.904, 0.601], [-0.655, 1.582, -2.261], [1.663, -1.693, 2.381], [1.100, 1.262, -0.261]], "lowdin_charge": [0.106, -0.327, 0.088, 0.058, 0.041, -0.221, 0.036, -0.526, -0.094, 0.109, 0.063, 0.096, -0.468, 0.098, -0.226, -0.130, 0.085, 0.083, 0.065, 0.104, 0.123, 0.105, -0.132, 0.082, -0.219], "homo_lumo_gap_ev": 6.6, "homo_energy_ev": -3.72, "smiles": "CCCC[C@](N)(B(O)O)C(=O)[O-]", "total_charge": -1, "total_energy_ha": -617.051635}


{"formula": "C5H7N2O3S", "method": "ωB97M-V/def2-TZVPD", "elements": ["H", "H", "C", "O", "C", "N", "H", "H", "O", "H", "H", "C", "N", "C", "S", "C", "H", "O"], "coordinates": [[-2.633, -0.300, -1.756], [-1.601, -0.987, 0.140], [-1.573, -0.645, -1.925], [1.602, -0.505, 3.615], [0.979, 0.628, 1.841], [1.128, -0.406, 2.525], [-0.221, -0.474, -3.693], [0.796, 2.575, 1.312], [0.506, -1.524, 2.003], [-1.277, 0.907, -3.340], [-1.623, -1.699, -2.325], [-0.696, 0.120, -2.877], [-0.955, -0.655, -0.541], [1.418, 1.991, 1.991], [0.800, 0.696, -1.807], [0.080, 0.098, -0.371], [1.056, -2.246, 2.431], [2.215, 2.426, 2.778]], "lowdin_charge": [0.151, 0.148, -0.181, 0.169, 0.121, -0.340, 0.098, 0.118, 0.084, 0.087, 0.145, -0.320, -0.011, -0.244, 1.001, -0.354, 0.176, 0.150], "homo_lumo_gap_ev": [7.9, 7.9], "homo_energy_ev": [-14.16, -14.16], "relative_energy_kcal_mol": 140.27, "total_charge": 1, "total_energy_ha": -927.594360}


{"formula": "C29H45INO20", "method": "ωB97M-V/def2-TZVPD", "elements": ["H", "H", "C", "C", "H", "H", "C", "H", "H", "H", "H", "C", "H", "O", "H", "H", "H", "H", "H", "C", "N", "O", "O", "I", "C", "H", "C", "C", "O", "C", "H", "O", "C", "O", "O", "H", "H", "C", "H", "O", "H", "O", "C", "C", "O", "H", "H", "C", "H", "H", "O", "C", "C", "H", "C", "H", "O", "H", "H", "H", "O", "H", "H", "H", "H", "C", "H", "C", "H", "O", "H", "C", "C", "C", "C", "H", "O", "C", "H", "O", "H", "O", "C", "C", "H", "C", "H", "H", "C", "C", "O", "O", "H", "H", "H", "O"], "coordinates": [[-2.037, -2.366, -2.882], [-5.682, 2.384, 3.577], [0.093, -4.509, -0.089], [3.574, 10.180, 1.856], [-0.059, -5.516, -0.495], [2.899, 3.983, 2.728], [-5.181, 2.552, 1.451], [4.102, 11.064, 2.218], [2.193, 1.280, 3.337], [2.775, -0.175, -1.207], [0.908, -4.593, 0.637], [-2.873, -1.660, -1.110], [2.083, -1.269, 1.423], [4.158, 9.917, -0.348], [-6.078, 1.974, 1.221], [1.720, 1.645, 1.148], [2.668, -1.810, -0.652], [-3.195, -2.649, -0.805], [3.091, -0.228, 3.031], [2.452, 0.838, 1.228], [-0.157, -0.128, -1.508], [5.802, 8.411, -0.012], [0.202, -2.249, -0.823], [0.620, 1.737, -1.933], [-4.820, 2.498, 2.923], [2.793, 11.380, 0.201], [3.510, 4.854, 2.969], [3.048, 10.352, 0.446], [-4.813, -5.224, -4.991], [-1.930, -3.445, -5.366], [-0.856, -4.653, 2.500], [4.145, 1.535, 2.791], [0.858, -1.198, -1.542], [-1.097, -4.074, 0.552], [-4.057, 1.920, 0.841], [-4.237, 3.365, 3.240], [4.511, 6.445, 1.867], [-3.464, 1.113, 1.758], [-5.294, 3.563, 1.069], [0.331, -2.095, -3.724], [0.015, -3.146, 2.042], [-1.307, -8.395, -1.562], [-3.906, -4.546, -5.358], [2.151, 6.622, 3.353], [-2.989, -3.978, -4.552], [2.807, 9.895, 2.572], [-1.530, -2.531, -4.934], [-3.341, -7.687, -0.773], [-1.933, -1.826, 2.239], [-0.834, -0.446, -3.510], [-3.656, -4.246, -6.657], [4.915, 9.084, 0.402], [3.608, 5.833, 1.820], [4.476, 4.519, 3.333], [1.772, -0.465, 0.752], [-3.133, -7.025, 0.070], [-1.243, -10.346, -0.437], [-3.006, -3.216, 1.946], [0.689, -0.371, 0.842], [5.436, 2.287, 4.173], [-3.994, 1.336, 2.992], [3.728, 2.406, 4.620], [-3.099, -2.264, -6.773], [-1.128, -4.182, -5.417], [2.194, 9.706, 0.239], [4.480, 1.767, 4.133], [-1.981, -3.406, -7.551], [0.487, -3.561, -1.234], [-1.864, 0.541, -2.500], [1.375, 7.351, 3.888], [-0.101, -3.808, -2.120], [-2.362, -7.490, -1.911], [-2.076, -2.888, 2.411], [2.112, -0.875, -0.710], [1.250, -1.618, -3.011], [-2.775, -7.789, -2.876], [-2.613, 0.329, 1.515], [-2.629, -3.246, -6.693], [-2.161, -3.039, 3.491], [2.473, 6.683, 2.042], [-4.380, -7.577, -1.071], [4.516, 9.115, 1.697], [-1.228, -0.354, -2.496], [-1.817, -9.357, -0.760], [-3.170, -0.777, -0.561], [-2.083, -1.546, -2.175], [3.545, 5.362, 0.843], [3.281, 1.117, 0.577], [2.923, 0.795, 2.675], [-0.904, -3.724, 1.914], [-3.077, -9.040, -0.377], [2.838, 5.639, 3.970], [4.545, 0.833, 4.706], [1.551, -3.726, -1.443], [-1.990, -6.471, -1.975], [2.431, -1.407, -3.345]], "lowdin_charge": [0.068, 0.128, -0.173, -0.110, 0.110, 0.127, -0.124, 0.131, 0.119, 0.074, 0.116, 0.029, 0.096, 0.062, 0.132, 0.074, 0.116, 0.053, 0.117, -0.192, -0.397, 0.164, -0.087, 0.950, -0.126, 0.130, -0.103, -0.110, 0.140, -0.110, 0.112, -0.209, -0.491, -0.159, 0.061, 0.131, 0.123, -0.550, 0.130, -0.075, 0.111, 0.057, -0.583, -0.581, 0.049, 0.131, 0.100, -0.107, 0.048, 0.083, 0.049, -0.575, -0.098, 0.126, -0.179, 0.132, 0.153, 0.075, 0.102, 0.084, 0.057, 0.080, 0.131, 0.138, 0.135, -0.149, 0.129, -0.165, 0.074, 0.145, 0.114, -0.108, -0.065, -0.156, -0.655, 0.134, 0.167, -0.111, 0.069, 0.049, 0.132, 0.042, -0.354, -0.578, 0.040, -0.150, 0.141, 0.109, -0.227, -0.272, 0.053, 0.066, 0.088, 0.137, 0.127, -0.022], "homo_lumo_gap_ev": 6.8, "homo_energy_ev": -5.02, "relative_energy_kcal_mol": 0.00, "total_charge": -1, "total_energy_ha": -2989.299177}


{"formula": "C23H27AuBN8O3S", "method": "ωB97M-V/def2-TZVPD", "elements": ["H", "H", "B", "H", "H", "C", "C", "N", "H", "C", "S", "H", "H", "C", "H", "H", "H", "O", "C", "C", "H", "H", "H", "C", "C", "N", "C", "O", "Au", "H", "H", "H", "H", "C", "H", "H", "N", "N", "C", "H", "C", "N", "H", "C", "C", "C", "H", "C", "C", "C", "C", "H", "C", "H", "O", "N", "H", "C", "C", "H", "N", "N", "H", "C"], "coordinates": [[-1.484, 5.542, -0.293], [-1.749, -2.613, 1.727], [1.027, 1.861, 1.357], [3.902, 4.521, 4.028], [5.027, 2.418, 5.370], [-1.055, 4.563, -0.161], [4.474, 1.664, 4.812], [1.220, 0.182, -0.586], [-4.234, -3.506, -1.708], [-3.302, -3.492, -2.257], [-3.515, -0.751, -2.088], [-0.856, -6.089, -4.806], [3.818, 1.337, 0.876], [3.540, 2.317, 3.846], [2.066, 4.601, 2.048], [4.360, -0.540, -1.022], [5.184, 1.030, 4.280], [-4.888, -1.013, -1.770], [-0.753, -5.891, -3.738], [2.153, -0.529, -1.219], [-2.552, 4.232, -2.450], [2.702, -2.022, -2.625], [-1.791, 2.685, -2.881], [-0.146, 4.166, 0.789], [-2.243, 3.258, -2.074], [2.046, 2.480, 2.304], [-1.467, -4.622, -3.356], [-2.767, -0.438, -0.792], [-0.798, 0.035, -0.694], [-3.005, -1.423, 1.417], [-1.400, -0.439, 4.728], [1.287, -1.065, -3.097], [-1.154, -6.744, -3.192], [-2.655, -4.660, -2.633], [1.136, -2.298, -1.847], [-3.083, -5.619, -2.366], [0.149, 2.867, 0.586], [-0.569, 2.414, -0.469], [-0.939, -3.381, -3.712], [0.311, -5.807, -3.518], [2.441, 3.748, 2.582], [1.815, 0.990, 0.314], [-0.031, -3.340, -4.303], [-0.102, 0.862, 3.509], [3.139, 0.799, 0.241], [-2.292, -1.772, 2.163], [0.424, 1.516, 4.182], [-1.576, -2.210, -3.339], [3.401, -0.156, -0.723], [-1.350, -0.672, 2.517], [-2.751, -2.273, -2.604], [0.275, 4.739, 1.595], [1.801, -1.537, -2.258], [-3.130, 2.705, -1.766], [-3.220, 0.226, -3.104], [-0.656, -0.025, 1.586], [-1.197, -1.237, -3.632], [-1.304, 3.416, -0.933], [3.394, 3.692, 3.565], [3.929, 1.032, 5.513], [0.106, 0.913, 2.183], [2.733, 1.602, 3.084], [-2.825, -2.118, 3.046], [-1.020, -0.133, 3.769]], "lowdin_charge": [0.104, 0.084, -0.625, 0.099, 0.073, -0.011, -0.034, -0.078, 0.117, -0.043, 0.485, 0.085, 0.122, -0.355, 0.097, 0.107, 0.076, -0.284, -0.049, -0.322, 0.080, 0.084, 0.076, -0.065, -0.028, -0.011, -0.270, -0.508, 1.178, 0.062, 0.102, 0.076, 0.075, -0.031, 0.074, 0.113, 0.020, 0.036, -0.050, 0.079, -0.071, 0.043, 0.116, -0.055, -0.036, -0.025, 0.121, -0.090, 0.002, -0.325, -0.284, 0.100, -0.033, 0.078, -0.316, 0.019, 0.101, -0.332, -0.020, 0.076, 0.018, 0.104, 0.079, -0.008], "multiplicity": 2, "homo_lumo_gap_ev": [9.7, 7.0], "homo_energy_ev": [-9.14, -9.15], "relative_energy_kcal_mol": 0.00, "total_energy_ha": -2115.223958, "s2": 0.7531}


{"formula": "C4H6O2", "method": "ωB97M-V/def2-TZVPD", "elements": ["H", "H", "H", "H", "O", "H", "C", "H", "C", "C", "O", "C"], "coordinates": [[1.351, -0.120, -1.723], [-2.175, 0.331, -0.511], [-0.629, -1.450, 1.479], [1.703, 1.522, -1.160], [0.694, 1.361, 0.832], [-1.059, 0.270, 1.673], [-1.803, -0.629, -0.095], [2.644, 0.195, -0.493], [1.641, 0.443, -0.857], [-0.710, -0.492, 0.949], [-2.264, -1.683, -0.456], [0.606, 0.251, 0.362]], "lowdin_charge": [0.048, 0.130, 0.115, 0.092, 0.006, 0.118, -0.273, 0.071, -0.017, -0.058, 0.056, -0.287], "homo_lumo_gap_ev": 9.8, "homo_energy_ev": -9.44, "relative_energy_kcal_mol": 59.05, "smiles": "CC(=O)CC=O", "total_energy_ha": -306.412194}


Q: What is the formula in the third record?
A: C5H7N2O3S